A 15-piece molecular cluster, C64H156N2O31S5 overall in a non-equilibrium geometry, computed with wB97M-V/def2-TZVPD.

* frontier orbital gap: 8.96 eV

Structure (ORCA input):
```
! wB97M-V def2-TZVPD RIJCOSX def2/J DEFGRID3
* xyz 0 1
S 3.52 -3.02 -6.20
S -4.41 1.06 3.02
S 4.41 -1.56 3.68
S 3.67 -8.52 -0.01
S -1.72 -7.04 1.73
O -3.55 2.18 -1.10
O 3.76 -3.19 -0.45
O -1.82 3.09 0.98
O 1.22 3.02 -5.45
O -6.16 -6.85 1.57
O 2.23 6.80 0.73
O -5.43 0.00 2.80
O -0.07 8.30 0.41
O 2.13 -4.40 -2.52
O -5.13 -4.89 3.20
O 2.38 3.14 -2.92
O -1.63 10.89 0.65
O 4.09 -8.26 -1.42
O -0.32 -7.16 2.08
O 0.07 -2.57 6.15
O -4.83 5.18 4.51
O -0.09 -0.71 -7.64
O 3.03 -1.03 3.48
O 1.15 6.28 -6.74
O 2.09 -5.03 4.60
O -0.54 -0.86 -0.06
O 7.58 3.44 1.12
O -0.16 1.39 -9.23
O -2.89 -3.46 4.34
O 5.77 3.93 3.73
O -0.85 0.15 4.71
O 2.80 3.80 3.71
O 3.71 -4.19 -5.29
O -0.79 -0.20 -4.74
O -0.72 -4.92 -2.19
O -3.73 -0.85 -1.26
N -2.87 6.46 4.35
N -0.04 -2.78 1.08
C -2.28 7.81 4.30
C 6.48 4.88 2.96
C -2.10 -5.16 -2.49
C 5.26 -1.23 2.12
C 1.02 2.74 -2.99
C 2.86 -2.07 -0.83
C 3.74 2.75 3.89
C -5.88 -7.15 0.21
C -1.34 -0.28 -7.16
C 6.84 3.87 -0.01
C 2.70 4.07 -1.84
C 3.86 -7.02 0.95
C 0.42 -0.20 5.30
C -1.10 2.04 1.64
C -0.10 -2.05 2.30
C 2.60 -3.77 -7.59
C -2.11 5.35 3.91
C -2.16 -8.37 0.59
C 1.04 -3.09 5.34
C 1.59 3.54 4.29
C -3.99 -1.95 -0.44
C 3.52 6.64 1.30
C 1.04 0.78 -9.10
C -0.28 -2.07 -0.03
C -6.47 -5.39 3.27
C -1.63 1.08 5.50
C -2.87 -7.56 3.03
C -4.80 0.08 -1.20
C -4.88 1.59 4.60
C 0.97 0.22 -7.70
C -4.45 1.38 -1.89
C 7.73 4.44 2.08
C 1.98 -6.42 4.29
C 1.45 -5.41 -3.20
C -2.01 12.19 0.34
C 0.85 -4.56 5.08
C -4.89 2.51 2.11
C 1.95 6.91 -7.72
C 0.44 -4.12 1.12
C -6.92 -5.67 1.85
C 1.21 4.90 -6.85
C -1.36 8.65 -0.16
C -0.05 6.96 0.75
C -0.48 1.62 -10.60
C 0.38 -1.18 6.47
C -3.52 -3.19 3.08
C -0.93 -0.89 -3.48
C -1.56 3.06 -0.38
C -0.01 -4.98 -3.43
C -4.97 -3.51 3.00
C 4.33 -3.29 3.33
C 4.35 -3.76 -1.61
C 1.16 6.64 1.61
C -4.18 6.23 4.64
C 0.74 2.22 -4.40
C 1.87 -8.54 -0.06
C -1.48 -0.86 -5.72
C 0.64 4.30 -5.53
C 3.45 -4.84 -2.24
C 2.05 -2.20 -5.47
C -2.16 1.96 -1.19
C -1.33 10.13 -0.55
C 4.92 2.99 3.02
C -3.08 -2.57 5.41
H 3.65 7.37 2.16
H -1.04 1.96 5.72
H -0.99 -1.40 2.17
H -2.13 8.53 0.58
H -1.41 0.82 -7.25
H -0.45 3.07 -0.61
H -1.91 2.07 -2.22
H -2.57 -0.93 -5.47
H -0.80 -1.95 -3.70
H 1.97 -2.46 -1.30
H 1.11 5.58 1.85
H 1.17 0.06 -9.90
H -1.01 6.61 1.20
H 3.76 4.05 -1.72
H 1.88 -0.27 -7.38
H 1.86 -5.63 -4.14
H -4.37 -1.64 0.56
H -2.23 12.63 1.31
H 3.25 1.82 3.63
H 3.48 -1.45 -1.49
H -1.18 12.68 -0.15
H -2.04 -0.77 -7.84
H -5.97 2.51 2.02
H 2.43 5.11 -1.99
H -2.68 -1.57 5.13
H 1.08 2.69 3.79
H 2.04 -3.00 5.73
H 0.08 6.40 -0.23
H 4.73 3.55 2.10
H -1.68 -8.17 -0.36
H 3.67 -6.04 0.54
H 5.11 -0.19 1.90
H 6.31 -1.48 2.18
H 7.53 4.17 -0.78
H -2.14 5.26 2.80
H -5.39 -3.21 1.99
H 1.58 -6.99 5.17
H 1.73 -4.22 -7.13
H -2.48 -4.50 -3.35
H -4.49 2.56 4.89
H 1.52 6.93 -8.75
H 0.88 0.70 5.65
H -5.28 2.04 -2.09
H -2.86 12.22 -0.33
H -7.11 -4.53 3.73
H -0.04 2.19 1.67
H 3.48 -5.66 -1.55
H 0.01 -4.81 1.88
H 6.79 5.57 3.70
H 0.77 0.96 -6.96
H 3.74 5.65 1.73
H -2.09 8.06 3.25
H 1.42 -7.61 -0.32
H 2.96 -6.77 4.09
H -0.08 -4.03 -3.99
H -3.91 -7.50 2.56
H 4.07 2.58 4.94
H -0.35 1.92 -4.50
H 4.82 -3.04 -2.31
H -6.57 -4.87 1.21
H 6.19 4.73 0.15
H -2.85 -6.88 3.92
H -5.44 -6.25 -0.17
H -5.95 1.53 4.74
H 2.25 -2.94 -8.24
H 1.38 -6.68 3.44
H 3.07 -4.57 -8.05
H 4.95 -7.03 1.22
H 5.82 5.40 2.19
H 4.83 -1.86 1.36
H -5.03 0.33 -0.18
H 1.03 4.89 -4.70
H 2.26 7.90 -7.36
H 1.50 -8.90 0.97
H 8.08 5.40 1.65
H -0.42 -0.79 7.13
H 0.67 4.52 -7.68
H 1.68 3.34 5.34
H 1.91 1.52 -9.17
H 3.34 -7.17 1.86
H 5.35 -3.59 3.33
H 1.47 -4.11 1.34
H -2.43 1.40 4.85
H 3.95 -3.38 2.30
H -6.62 -6.33 3.84
H 3.89 -5.28 -3.17
H -4.71 -2.62 -0.86
H -0.26 -2.76 3.08
H -2.65 -4.92 -1.64
H -2.97 8.51 4.77
H 1.45 -6.39 -2.71
H 4.21 6.82 0.50
H -1.16 -1.94 -5.79
H -2.20 -6.19 -2.77
H -2.07 3.96 -0.77
H 1.32 1.30 -4.45
H -1.32 1.09 1.24
H -5.68 -0.37 -1.66
H -1.44 2.17 -10.68
H -3.02 -2.38 -0.31
H -1.94 -0.71 -3.02
H -2.61 -8.56 3.36
H -6.74 -7.45 -0.39
H -1.55 7.97 -1.03
H -0.12 -0.65 -2.76
H -4.51 2.57 1.11
H -1.77 -9.37 0.93
H -0.57 -5.74 -3.98
H 5.49 2.09 2.77
H 1.14 7.43 2.44
H -1.37 2.14 2.70
H -7.96 -5.85 1.47
H -1.04 5.40 4.22
H -0.70 0.59 -11.01
H 0.54 -5.03 6.00
H -1.33 7.73 4.75
H 8.43 4.07 2.78
H 2.30 -1.18 -5.09
H -3.96 1.20 -2.87
H -2.64 -2.92 6.34
H -2.19 10.22 -1.27
H -4.48 0.86 5.26
H -0.38 -2.72 -0.91
H 0.67 1.96 -2.38
H -0.45 10.55 -1.02
H 0.27 2.17 -11.16
H 6.30 2.98 -0.40
H 2.85 6.31 -7.77
H 0.23 3.54 -2.84
H 0.81 -1.43 2.46
H -5.56 -2.98 3.79
H -0.44 4.32 -5.46
H 1.56 -9.31 -0.78
H -4.65 7.11 5.08
H 0.28 -4.55 0.16
H 2.29 4.57 -6.90
H -4.06 -2.40 5.64
H -5.09 -7.93 0.29
H -1.96 0.92 -0.99
H 1.25 -2.14 -6.17
H 3.70 -3.90 4.07
H 5.22 -4.31 -1.34
H 2.59 -1.54 0.06
H 1.83 -2.75 -4.57
H 1.08 -0.60 4.45
H -3.10 -3.91 2.37
H -3.22 -8.60 0.47
H 1.39 -1.19 6.87
H -4.42 3.38 2.59
H 2.29 3.74 -0.91
H -3.28 -2.16 2.74
H 1.11 -2.52 4.34
H 0.05 -4.86 4.36
H -1.95 0.65 6.42
H 0.96 4.44 4.14
H -2.57 4.50 4.47
*
```

Here are the Mulliken charges for atoms 1 to 4, given in e: S 0.242; S 1.474; S 0.262; S 0.371

=====

One molecule with the formula C4H7NO, computed with wB97M-V/def2-TZVPD.

* frontier orbital gap: 6.66 eV
* relative energy (zero: lowest compared OMol25 entry of this formula, charge and spin): 504.01 kJ/mol

Structure (ORCA input):
```
! wB97M-V def2-TZVPD RIJCOSX def2/J DEFGRID3
* xyz 0 1
O -0.99 -0.41 -2.43
N 0.26 0.00 -0.52
C -0.18 -1.10 0.45
C -0.52 0.39 -1.68
C 0.39 0.87 0.72
C 0.74 -0.42 1.45
H 0.00 -2.11 0.06
H 0.47 -0.48 2.50
H -0.59 1.49 -1.80
H -1.28 -0.94 0.54
H 1.10 1.70 0.61
H 1.24 -0.28 -0.73
H -0.64 1.29 0.83
*
```

Here are the Mulliken charges for atoms 1 to 4, given in e: O -0.411; N -0.098; C -0.458; C -0.022

=====

C3H4I2O as an isolated structure in a non-equilibrium geometry, computed with wB97M-V/def2-TZVPD.

* frontier orbital gap: 8.43 eV
* relative energy (zero: lowest compared OMol25 entry of this formula, charge and spin): 311.41 kJ/mol

Structure (ORCA input):
```
! wB97M-V def2-TZVPD RIJCOSX def2/J DEFGRID3
* xyz 0 1
I -0.12 0.56 3.18
I -2.53 -1.57 1.59
O -0.54 -1.45 -0.72
C 0.02 -0.12 1.09
C -0.83 -0.65 0.38
C 1.43 0.30 0.32
H 1.19 -0.07 -0.53
H 2.64 0.01 0.64
H 1.62 1.39 0.31
H -1.13 -1.47 -1.42
*
```

Here are the Mulliken charges for atoms 1 to 4, given in e: I 0.097; I -0.046; O -0.441; C -0.335

=====

A 2-piece molecular cluster, C5H13NO overall in a non-equilibrium geometry, computed with wB97M-V/def2-TZVPD.

* frontier orbital gap: 11.04 eV
* structure (SMILES): CC(C)CO.C=N
* relative energy (zero: lowest compared OMol25 entry of this formula, charge and spin): 177.62 kJ/mol

Structure (ORCA input):
```
! wB97M-V def2-TZVPD RIJCOSX def2/J DEFGRID3
* xyz 0 1
O 2.59 0.43 -1.05
N -2.10 1.19 -0.90
C 0.50 1.20 1.00
C -0.16 -1.28 0.88
C -2.45 0.01 -1.15
C 0.94 -0.29 0.63
C 1.41 -0.32 -0.83
H -1.03 -1.06 0.22
H -0.50 -1.23 1.92
H 3.28 0.10 -0.46
H 0.66 0.12 -1.47
H 0.31 1.25 2.07
H -0.36 1.57 0.46
H 0.15 -2.31 0.67
H 1.57 -1.37 -1.14
H -2.64 1.66 -0.17
H -3.37 -0.47 -0.80
H 1.79 -0.52 1.28
H 1.33 1.84 0.74
H -1.90 -0.52 -1.91
*
```

Here are the Mulliken charges for atoms 1 to 4, given in e: O -0.531; N -0.451; C -1.299; C -1.135

=====

C22H27CoF6N10O2PS as an isolated structure in a non-equilibrium geometry, computed with wB97M-V/def2-TZVPD.

* frontier orbital gap (spin up / spin down): 7.58 / 8.06 eV
* relative energy (zero: lowest compared OMol25 entry of this formula, charge and spin): 131.60 kJ/mol

Structure (ORCA input):
```
! wB97M-V def2-TZVPD RIJCOSX def2/J DEFGRID3
* xyz 2 2
Co 0.19 -0.30 0.26
S -2.08 1.08 -1.07
P 1.44 -3.86 -0.17
F 2.69 -3.11 0.57
F 0.13 -4.33 -0.90
F 0.73 -2.17 -0.22
F 2.10 -5.26 -0.05
F 2.11 -3.49 -1.57
F 0.70 -3.96 1.25
O -1.76 0.53 2.17
O -1.74 -0.47 -0.51
N 4.00 0.17 -1.53
N 2.02 0.07 -0.71
N 0.16 -0.70 2.29
N 1.43 4.50 0.92
N 0.26 -1.11 4.49
N 1.89 -2.09 3.12
N -4.05 -0.25 -0.29
N 3.78 1.39 -1.02
N -4.59 1.98 -0.59
N 0.65 1.87 0.66
C -4.39 -3.03 -0.20
C -0.93 -0.08 2.83
C -2.25 -4.49 0.84
C 0.29 4.07 1.44
C -2.08 -3.16 0.54
C -4.20 3.36 -0.93
C 2.58 1.29 -0.53
C 0.81 -1.35 3.29
C -6.83 1.26 -1.36
C 1.81 2.30 0.15
C -0.92 -0.29 4.33
C -5.99 1.74 -0.18
C -0.12 2.76 1.29
C -3.92 4.16 0.33
C 2.95 -0.62 -1.35
C -3.48 -5.10 0.63
C -3.15 -2.42 0.02
C -3.74 0.99 -0.60
C 2.19 3.64 0.26
C -4.55 -4.36 0.11
C 0.69 -1.67 5.76
C -3.00 -1.01 -0.26
H 0.25 -1.07 6.56
H -6.37 0.39 -1.82
H -3.62 -6.14 0.87
H -3.55 5.15 0.07
H -1.82 -0.78 4.68
H 2.19 -2.33 2.19
H -0.30 4.79 2.00
H -7.83 0.98 -1.01
H -5.50 -4.84 -0.06
H -3.31 3.32 -1.57
H -5.20 -2.46 -0.63
H -6.94 2.04 -2.11
H 0.35 -2.70 5.87
H -1.41 -5.06 1.23
H -5.99 0.99 0.61
H -6.38 2.68 0.21
H -1.04 2.39 1.70
H 1.77 -1.63 5.86
H 2.23 -2.66 3.87
H 4.88 -0.04 -1.98
H -1.12 -2.69 0.73
H -3.17 3.66 0.94
H 2.88 -1.64 -1.70
H -5.01 3.82 -1.49
H -4.82 4.29 0.93
H -0.82 0.67 4.85
H 3.11 3.99 -0.18
*
```

Here are the Mulliken charges for atoms 1 to 4, given in e: Co 1.319; S -0.275; P 1.338; F -0.443

=====

A 2-piece molecular cluster, C4H4S overall in a non-equilibrium geometry, computed with wB97M-V/def2-TZVPD.

* frontier orbital gap: 9.67 eV
* structure (SMILES): C#CS.C#C
* relative energy (zero: lowest compared OMol25 entry of this formula, charge and spin): 444.69 kJ/mol

Structure (ORCA input):
```
! wB97M-V def2-TZVPD RIJCOSX def2/J DEFGRID3
* xyz 0 1
S -0.02 -0.08 -2.02
C -0.24 -1.59 0.44
C 0.96 1.52 0.81
C -0.21 1.27 0.87
C -0.09 -0.85 -0.50
H -1.25 1.19 0.95
H -0.34 -2.08 1.36
H -0.82 -0.98 -2.61
H 2.00 1.59 0.70
*
```

Here are the Mulliken charges for atoms 1 to 4, given in e: S -0.218; C 0.335; C -0.031; C -0.785